{"formula": "C22H88N44O22", "method": "the ωB97M-V functional and the def2-TZVPD basis", "elements": ["C", "O", "N", "N", "H", "H", "H", "H", "C", "O", "N", "N", "H", "H", "H", "H", "C", "O", "N", "N", "H", "H", "H", "H", "C", "O", "N", "N", "H", "H", "H", "H", "C", "O", "N", "N", "H", "H", "H", "H", "C", "O", "N", "N", "H", "H", "H", "H", "C", "O", "N", "N", "H", "H", "H", "H", "C", "O", "N", "N", "H", "H", "H", "H", "C", "O", "N", "N", "H", "H", "H", "H", "C", "O", "N", "N", "H", "H", "H", "H", "C", "O", "N", "N", "H", "H", "H", "H", "C", "O", "N", "N", "H", "H", "H", "H", "C", "O", "N", "N", "H", "H", "H", "H", "C", "O", "N", "N", "H", "H", "H", "H", "C", "O", "N", "N", "H", "H", "H", "H", "C", "O", "N", "N", "H", "H", "H", "H", "C", "O", "N", "N", "H", "H", "H", "H", "C", "O", "N", "N", "H", "H", "H", "H", "C", "O", "N", "N", "H", "H", "H", "H", "C", "O", "N", "N", "H", "H", "H", "H", "C", "O", "N", "N", "H", "H", "H", "H", "C", "O", "N", "N", "H", "H", "H", "H"], "coordinates": [[6.4652, -3.1029, -3.4793], [6.2519, -2.1525, -4.1832], [7.1794, -4.1651, -3.9714], [6.0610, -3.3018, -2.2226], [7.4434, -4.8186, -3.2480], [7.8480, -3.9911, -4.7082], [5.2699, -2.7824, -1.8696], [6.4162, -4.1156, -1.7413], [-1.6240, 3.8689, 5.6142], [-0.9257, 2.8232, 5.7153], [-1.4824, 4.8937, 6.4328], [-2.3746, 4.1816, 4.5506], [-1.7794, 5.7902, 6.0747], [-0.7340, 4.7073, 7.0849], [-2.6169, 5.1330, 4.3137], [-2.3809, 3.5313, 3.7778], [2.8274, -0.6794, -2.7119], [3.4127, -0.5740, -1.6106], [3.3727, -1.2023, -3.8082], [1.6177, -0.2830, -2.9384], [2.7399, -1.3020, -4.5891], [4.3655, -1.1911, -3.9938], [1.2068, -0.1979, -3.8571], [1.0472, -0.1079, -2.1236], [-1.8011, 3.0319, -2.2815], [-2.5498, 2.3649, -1.6294], [-2.2473, 4.1127, -2.8791], [-0.5611, 2.8588, -2.5042], [-1.6543, 4.7485, -3.3931], [-3.1189, 4.4213, -2.4728], [-0.1160, 3.7150, -2.8022], [-0.2065, 2.3290, -1.7208], [2.6745, 3.3480, -4.3804], [1.4867, 3.4664, -4.6986], [3.6291, 3.2502, -5.2206], [2.9326, 3.0871, -3.1354], [3.5318, 3.3611, -6.2198], [4.5061, 2.9352, -4.8311], [2.1302, 3.0602, -2.5225], [3.8736, 2.8881, -2.8271], [-0.7907, -5.1694, -2.4622], [-1.9152, -5.6585, -2.6107], [-0.5136, -4.2484, -1.6325], [0.0762, -5.3465, -3.3002], [0.4222, -4.2534, -1.2525], [-1.2553, -3.8558, -1.0705], [-0.3541, -5.8184, -4.0827], [0.9080, -4.7736, -3.2968], [-2.0575, -1.2029, -3.8346], [-2.7414, -0.6128, -4.5988], [-1.5058, -2.3652, -3.9560], [-1.6720, -0.8150, -2.6463], [-1.7609, -2.9337, -4.7509], [-1.0271, -2.7548, -3.1566], [-0.8612, -1.0954, -2.1133], [-1.8035, 0.1856, -2.6069], [-1.2999, 6.0402, -0.2711], [-0.4290, 5.3276, -0.6916], [-2.3327, 5.6441, 0.4498], [-1.3020, 7.3906, -0.4103], [-2.2975, 4.6658, 0.6984], [-3.1768, 6.1766, 0.2945], [-2.1280, 7.7458, 0.0499], [-0.5923, 7.8315, -0.9778], [3.8998, 2.8642, 0.0800], [4.6430, 2.1705, -0.5980], [4.1785, 4.0498, 0.5241], [2.6836, 2.5178, 0.1385], [3.5416, 4.7205, 0.9299], [5.1434, 4.3242, 0.4070], [2.4483, 1.5422, 0.0248], [2.0707, 3.0468, 0.7424], [4.7328, -1.8426, 1.1761], [5.4196, -2.5756, 1.8501], [3.6414, -2.2342, 0.8263], [5.0841, -0.7882, 0.5852], [3.5101, -3.2331, 0.8966], [3.1466, -1.7497, 0.0910], [4.5616, -0.3222, -0.1428], [5.9895, -0.3733, 0.7534], [-6.8884, 1.6864, 2.0287], [-5.9685, 0.9627, 1.9959], [-6.7695, 2.9728, 2.1124], [-8.0813, 1.3017, 1.8877], [-5.8460, 3.3788, 2.0647], [-7.6072, 3.5332, 2.0462], [-8.8630, 1.8476, 2.2209], [-8.2953, 0.4787, 1.3428], [-3.2755, -6.7821, 2.0089], [-3.1209, -7.9565, 2.3351], [-2.4273, -6.1738, 1.3578], [-4.3849, -6.1225, 2.0857], [-1.6489, -6.6517, 0.9268], [-2.6414, -5.2021, 1.1844], [-4.3863, -5.1407, 1.8486], [-5.1817, -6.3555, 2.6609], [-3.3181, -2.7217, 2.8349], [-3.5375, -3.4752, 1.9043], [-4.1491, -1.8094, 3.2196], [-2.2793, -2.5993, 3.5911], [-3.8933, -1.2296, 4.0060], [-5.0123, -1.7776, 2.6962], [-2.1822, -1.8716, 4.2846], [-1.5296, -3.2260, 3.3353], [-2.7569, 1.6628, 2.5539], [-1.8511, 2.4380, 2.7227], [-3.5672, 1.1336, 3.3641], [-3.1231, 1.3326, 1.4251], [-3.4300, 1.3030, 4.3503], [-4.4878, 0.8275, 3.0832], [-3.8281, 0.6401, 1.2163], [-2.4203, 1.5856, 0.7453], [0.7481, -4.0840, 1.8825], [0.0240, -3.3653, 1.2926], [1.3475, -5.1117, 1.3859], [1.1082, -3.8994, 3.1430], [1.4669, -5.1695, 0.3846], [1.7414, -5.7235, 2.0863], [1.6893, -4.6108, 3.5629], [0.8745, -2.9983, 3.5349], [3.3059, -5.8033, -1.2655], [2.3304, -5.0138, -1.1646], [3.7903, -6.3266, -0.2655], [3.9841, -6.1836, -2.2960], [3.4023, -6.0449, 0.6234], [4.6561, -6.8160, -0.4414], [3.5453, -6.1402, -3.2047], [4.9813, -6.1632, -2.1372], [1.2748, -0.0953, 4.0522], [1.0777, -1.2666, 3.9866], [0.4681, 0.6371, 4.7197], [2.2350, 0.5473, 3.4218], [0.5720, 1.6412, 4.7519], [-0.3642, 0.1766, 5.0593], [2.2312, 1.5078, 3.7340], [2.4978, 0.1811, 2.5180], [6.3215, 1.6278, -3.5035], [6.1402, 1.5962, -4.6842], [6.4692, 2.7350, -2.8887], [6.2490, 0.6068, -2.6949], [6.5333, 3.5444, -3.4894], [6.4842, 2.7871, -1.8802], [6.2519, -0.3011, -3.1374], [5.8451, 0.6751, -1.7716], [-5.4893, 4.5259, -0.9179], [-4.9023, 5.1050, -1.7893], [-6.5755, 4.9805, -0.4672], [-5.1492, 3.4561, -0.2746], [-7.2562, 4.3122, -0.1351], [-6.8752, 5.7068, -1.1019], [-4.2177, 3.0943, -0.4207], [-5.7168, 3.0869, 0.4749], [-4.7860, -2.8193, -1.2723], [-5.5272, -3.4706, -0.5810], [-4.8128, -2.8179, -2.5489], [-3.7864, -2.2004, -0.7558], [-4.2826, -2.1522, -3.0928], [-5.5391, -3.4230, -2.9046], [-3.1242, -1.9285, -1.4682], [-3.5944, -2.3324, 0.2270], [0.1490, -0.2206, 0.4390], [0.4133, 0.9882, 0.1529], [-0.7137, -0.6755, 1.2740], [0.8917, -1.1431, -0.0980], [-1.2012, 0.0244, 1.8148], [-0.6482, -1.6350, 1.5825], [0.5678, -2.0628, 0.1652], [1.8186, -0.9028, -0.4193], [1.5153, 4.0473, 3.2291], [1.8235, 3.3372, 4.1448], [0.4745, 4.0170, 2.4979], [2.3133, 5.0255, 2.7552], [-0.3046, 3.3867, 2.6238], [0.4151, 4.6624, 1.7233], [2.1801, 5.5150, 1.8819], [3.0088, 5.2149, 3.4627]], "lowdin_charge": [-0.70, 0.04, 0.15, 0.19, 0.08, 0.11, 0.10, 0.10, -0.68, -0.02, 0.16, 0.15, 0.11, 0.12, 0.10, 0.02, -0.67, -0.05, 0.20, 0.21, 0.11, 0.07, 0.13, 0.07, -0.82, 0.03, 0.19, 0.20, 0.12, 0.06, 0.09, 0.09, -0.79, -0.02, 0.20, 0.20, 0.13, 0.07, 0.09, 0.08, -0.88, 0.03, 0.18, 0.19, 0.07, 0.11, 0.14, 0.12, -0.84, 0.10, 0.18, 0.16, 0.13, 0.07, 0.08, 0.10, -0.75, 0.04, 0.18, 0.16, 0.11, 0.10, 0.10, 0.12, -0.78, -0.01, 0.20, 0.21, 0.08, 0.12, 0.09, 0.09, -0.91, 0.02, 0.20, 0.21, 0.12, 0.07, 0.05, 0.13, -0.83, 0.08, 0.17, 0.20, 0.12, 0.12, 0.13, 0.14, -0.85, -0.01, 0.19, 0.18, 0.13, 0.09, 0.07, 0.12, -0.74, 0.01, 0.18, 0.21, 0.10, 0.13, 0.12, 0.10, -0.85, 0.02, 0.20, 0.22, 0.13, 0.07, 0.12, 0.11, -0.77, 0.03, 0.18, 0.20, 0.06, 0.12, 0.12, 0.05, -0.76, -0.02, 0.21, 0.19, 0.12, 0.14, 0.13, 0.11, -0.80, 0.02, 0.20, 0.21, 0.06, 0.11, 0.06, 0.11, -0.83, 0.04, 0.17, 0.20, 0.13, 0.10, 0.07, 0.07, -0.83, 0.06, 0.17, 0.21, 0.11, 0.13, 0.08, 0.05, -0.84, 0.03, 0.20, 0.19, 0.10, 0.13, 0.06, 0.07, -0.71, -0.04, 0.24, 0.18, 0.09, 0.07, 0.07, 0.06, -0.76, 0.05, 0.22, 0.14, 0.07, 0.10, 0.10, 0.12], "orbital_gap_ha": 0.2817, "lumo_energy_ev": -0.3881, "relative_energy_kj_mol": 1602.82}

***

{"formula": "C6H15N2", "method": "the ωB97M-V functional and the def2-TZVPD basis", "elements": ["C", "C", "C", "C", "C", "N", "C", "N", "H", "H", "H", "H", "H", "H", "H", "H", "H", "H", "H", "H", "H", "H", "H"], "coordinates": [[-2.5697, -1.8514, -0.4014], [-1.5615, -1.0333, 0.3604], [-0.2039, -0.8451, -0.3403], [0.7305, 0.2302, 0.2576], [1.3111, 1.2477, -0.4252], [2.3420, 2.0455, -0.0261], [2.7834, 2.8993, -1.1130], [-1.3555, -1.6584, 1.7661], [-3.4481, -1.9750, 0.3022], [-2.3288, -2.8629, -0.7398], [-3.0169, -1.2905, -1.2119], [-1.9843, -0.0012, 0.5219], [-0.4178, -0.7349, -1.4009], [0.4401, -1.7384, -0.2954], [0.8928, -0.0820, 1.3021], [0.9135, 1.4735, -1.4176], [2.5982, 2.0389, 0.9544], [3.5182, 3.6516, -0.9075], [3.3247, 2.2580, -1.8384], [2.0261, 3.5057, -1.6110], [-0.9644, -1.0010, 2.4499], [-0.7679, -2.4744, 1.5979], [-2.2619, -1.8020, 2.2160]], "lowdin_charge": [-0.03, -0.32, -0.12, 0.04, -0.05, 0.11, -0.02, 0.24, 0.12, 0.11, 0.11, 0.18, 0.14, 0.15, 0.13, 0.16, 0.19, 0.10, 0.13, 0.12, 0.17, 0.18, 0.18], "orbital_gap_ha": [0.4078, 0.3378], "lumo_energy_ev": [-6.9477, -10.4847], "relative_energy_kj_mol": 110.12, "total_charge": 2, "spin_multiplicity": 2}

***

{"formula": "C42H53BiBrNP2Si", "method": "the ωB97M-V functional and the def2-TZVPD basis", "elements": ["Bi", "C", "P", "C", "C", "C", "C", "C", "C", "C", "C", "C", "C", "C", "C", "C", "C", "C", "C", "C", "P", "C", "C", "C", "C", "C", "C", "C", "C", "C", "C", "C", "C", "N", "H", "H", "H", "H", "H", "H", "H", "H", "H", "H", "H", "H", "H", "H", "H", "H", "H", "H", "H", "H", "H", "H", "H", "H", "H", "H", "C", "C", "C", "C", "Si", "Br", "C", "C", "C", "C", "C", "C", "C", "C", "H", "H", "H", "H", "H", "H", "H", "H", "H", "H", "H", "H", "H", "H", "H", "H", "H", "H", "H", "H", "H", "H", "H", "H", "H", "H", "H"], "coordinates": [[0.6118, 0.0299, 0.4976], [-2.0439, 0.9171, -1.0402], [-0.3870, 1.7237, -1.2919], [-0.7350, 3.4746, -0.9951], [-0.4656, 4.0639, 0.2327], [-0.8241, 5.3831, 0.4470], [-1.4496, 6.1074, -0.5549], [-1.7113, 5.5134, -1.7803], [-1.3599, 4.1975, -2.0107], [0.1925, 1.5538, -2.9917], [-0.1587, 0.4534, -3.7705], [0.2364, 0.4142, -5.0952], [1.0062, 1.4381, -5.6273], [1.4157, 2.4956, -4.8297], [1.0001, 2.5662, -3.5141], [-2.2917, 1.0414, 0.4267], [-3.2783, 1.5967, 1.1978], [-2.8115, 1.6092, 2.5373], [-1.5571, 1.0564, 2.5364], [-0.5164, 0.8740, 3.5874], [1.1848, 1.0898, 2.8680], [1.7643, 2.7944, 3.0856], [3.0981, 3.0888, 2.7951], [3.5373, 4.3995, 2.8624], [2.6572, 5.4165, 3.2058], [1.3319, 5.1215, 3.4855], [0.8765, 3.8161, 3.4169], [2.2139, -0.0955, 3.7814], [2.0646, -1.4466, 3.4640], [2.7803, -2.4020, 4.1593], [3.6395, -2.0180, 5.1786], [3.7704, -0.6786, 5.5083], [3.0621, 0.2880, 4.8137], [-1.2481, 0.6950, 1.2492], [-1.9820, -0.1342, -1.3348], [-2.8064, 1.4331, -1.6281], [0.0215, 3.4875, 1.0092], [-0.6273, 5.8444, 1.4010], [-1.7444, 7.1304, -0.3765], [-2.2055, 6.0756, -2.5551], [-1.5636, 3.7332, -2.9656], [-0.7270, -0.3601, -3.3436], [-0.0626, -0.4145, -5.7177], [1.2760, 1.4171, -6.6708], [2.0420, 3.2710, -5.2432], [1.2917, 3.4030, -2.8956], [-4.2292, 1.9591, 0.8620], [-3.3419, 1.9819, 3.3912], [-0.5392, -0.1343, 4.0198], [-0.6463, 1.5874, 4.4055], [3.7828, 2.2969, 2.5192], [4.5667, 4.6322, 2.6383], [3.0035, 6.4368, 3.2541], [0.6441, 5.9076, 3.7551], [-0.1638, 3.5987, 3.6085], [1.3778, -1.7450, 2.6808], [2.6769, -3.4442, 3.9029], [4.2010, -2.7651, 5.7166], [4.4298, -0.3809, 6.3071], [3.1562, 1.3301, 5.0746], [-0.1879, -4.9156, -3.2751], [-1.2404, -5.6616, -2.4409], [-0.4846, -6.3225, -1.2815], [-1.8562, -6.7697, -3.3000], [-2.6549, -4.5005, -1.7854], [-1.4011, -2.7126, -1.0039], [-3.5967, -5.0808, -0.1882], [-4.7802, -4.1640, 0.1449], [-4.1494, -6.4907, -0.4189], [-2.6961, -5.0938, 1.0549], [-3.7671, -3.6739, -3.1498], [-4.4134, -2.3617, -2.6873], [-4.8684, -4.6603, -3.5480], [-2.9662, -3.3298, -4.4105], [0.5127, -5.6382, -3.6907], [0.3816, -4.2173, -2.6619], [-0.6208, -4.3687, -4.1061], [0.3409, -6.9104, -1.6820], [-1.1226, -6.9974, -0.7159], [-0.0612, -5.5786, -0.6053], [-1.0872, -7.4998, -3.5490], [-2.2571, -6.3790, -4.2331], [-2.6515, -7.2950, -2.7749], [-5.5481, -4.1991, -0.6242], [-4.4585, -3.1317, 0.2866], [-5.2399, -4.4972, 1.0751], [-4.7750, -6.5369, -1.3085], [-4.7666, -6.7794, 0.4318], [-3.3543, -7.2271, -0.5168], [-2.3998, -4.0822, 1.3340], [-1.8012, -5.6927, 0.9166], [-3.2476, -5.5187, 1.8930], [-5.0113, -2.4766, -1.7910], [-5.0719, -1.9937, -3.4722], [-3.6587, -1.5985, -2.5006], [-5.5791, -4.8201, -2.7409], [-4.4607, -5.6250, -3.8423], [-5.4182, -4.2625, -4.3996], [-2.1311, -2.6669, -4.1827], [-3.6171, -2.8127, -5.1148], [-2.5919, -4.2198, -4.9090]], "lowdin_charge": [1.45, -0.26, 0.95, -0.36, -0.08, -0.05, -0.04, -0.04, -0.07, -0.38, -0.07, -0.05, -0.04, -0.05, -0.09, -0.40, -0.01, -0.01, -0.39, -0.22, 0.95, -0.38, -0.09, -0.04, -0.03, -0.06, -0.10, -0.38, -0.13, -0.05, -0.04, -0.04, -0.07, -0.29, -0.02, 0.12, 0.07, 0.10, 0.12, 0.12, 0.12, 0.08, 0.12, 0.12, 0.12, 0.11, 0.12, 0.12, 0.11, 0.11, 0.11, 0.12, 0.12, 0.12, 0.11, 0.06, 0.12, 0.12, 0.12, 0.11, -0.12, -0.64, -0.10, -0.08, 0.57, 0.45, -0.63, -0.10, -0.08, -0.12, -0.63, -0.11, -0.08, -0.10, 0.09, 0.04, 0.05, 0.09, 0.07, 0.07, 0.09, 0.07, 0.07, 0.07, 0.07, 0.09, 0.07, 0.09, 0.07, 0.04, 0.06, 0.09, 0.06, 0.09, 0.04, 0.07, 0.07, 0.10, 0.06, 0.09, 0.07], "orbital_gap_ha": 0.2335, "lumo_energy_ev": -6.9676, "total_charge": 2}

***

| no. | calculated total energy (Eh) |
| --- | --- |
| 1 | -4956.12059 |
| 2 | -346.43455 |
| 3 | -5447.36781 |